Entry 1:
Formula: C4H8O
Source: OMol25
Level of theory: the ωB97M-V functional and the def2-TZVPD basis

CARTESIAN COORDINATES (ANGSTROEM)
O: 1.5666 -0.5577 1.3318
C: 1.7094 0.3823 0.5858
C: -0.9986 -0.3685 -0.9634
C: -0.3443 0.7418 -0.8427
C: -1.3622 0.4656 0.2220
H: 1.3799 1.3960 0.8733
H: -0.1719 -1.9549 0.0946
H: 2.2230 0.2953 -0.3907
H: 0.3778 -1.8379 0.5843
H: -1.0469 0.1581 1.2269
H: 0.2645 1.4779 -1.3380
H: -1.2873 -1.2022 -1.5800
H: -2.3100 1.0041 0.1961

Calculated values
frontier orbital gap = 0.3772 Eh
energy relative to the best compared isomer or geometry (same formula, charge and spin) = 484.8 kJ/mol
charge = 0
molar mass = 72.107 g/mol
2S+1 = 1
E_HOMO = -9.62 eV

Mulliken atomic charge list, values in e, 5 entries: O -0.455; C -0.205; C -0.537; C -0.421; C -0.353

***

Entry 2:
Formula: C8H7N3
Source: OMol25
Level of theory: the ωB97M-V functional and the def2-TZVPD basis

CARTESIAN COORDINATES (ANGSTROEM)
N: -0.7708 1.4871 0.9941
N: -2.9777 1.6849 -2.1658
N: 1.2487 0.5819 0.2457
C: -0.2547 1.8000 2.1514
C: -1.2341 -1.3253 -1.0463
C: 1.8516 0.9658 1.4170
C: -1.0440 0.0607 -1.5173
C: 1.0864 1.4659 2.4963
C: 0.0249 0.9876 0.1150
C: -0.2694 -0.9985 -2.1152
C: -2.1092 0.9427 -1.9493
H: 1.3225 1.5977 3.5640
H: 0.7981 -0.7514 -1.9853
H: -2.2431 -1.8220 -1.2183
H: 2.8754 0.7682 1.5302
H: -0.4135 -1.1057 -3.1815
H: -1.0196 2.2392 2.8792
H: -0.9244 -1.4052 0.0239

Calculated values
frontier orbital gap = 0.3522 Eh
energy relative to the best compared isomer or geometry (same formula, charge and spin) = 454.9 kJ/mol
charge = 0
molar mass = 145.165 g/mol
2S+1 = 1
E_HOMO = -9.44 eV

Mulliken atomic charge list, values in e, 5 entries: N -0.443; N -0.469; N -0.423; C 0.015; C -0.559